{
  "formula": "C44H107MgN7O9",
  "method": "wB97M-V/def2-TZVPD",
  "charge": 0,
  "spin_multiplicity": 1,
  "energy_ev": -81661.997,
  "lumo_ev": 0.37,
  "homo_energy_ev": -8.1,
  "gap_ev": 8.424,
  "symbols": ["Mg", "C", "C", "C", "O", "H", "H", "H", "H", "H", "H", "H", "C", "C", "C", "O", "H", "H", "H", "H", "H", "H", "H", "C", "C", "C", "O", "C", "N", "H", "H", "H", "H", "H", "H", "H", "H", "H", "H", "H", "C", "C", "C", "O", "C", "N", "H", "H", "H", "H", "H", "H", "H", "H", "H", "H", "H", "C", "C", "C", "O", "C", "N", "H", "H", "H", "H", "H", "H", "H", "H", "H", "H", "H", "C", "C", "C", "O", "C", "N", "H", "H", "H", "H", "H", "H", "H", "H", "H", "H", "H", "C", "C", "C", "O", "C", "N", "H", "H", "H", "H", "H", "H", "H", "H", "H", "H", "H", "C", "C", "C", "C", "C", "C", "N", "O", "C", "C", "C", "H", "H", "H", "H", "H", "H", "H", "H", "H", "H", "H", "H", "H", "H", "H", "H", "H", "H", "H", "C", "C", "C", "C", "C", "C", "N", "O", "C", "C", "C", "H", "H", "H", "H", "H", "H", "H", "H", "H", "H", "H", "H", "H", "H", "H", "H", "H", "H", "H"],
  "xyz": [[0.679303, -2.303515, 3.181005], [-1.298518, -1.376655, -0.132854], [0.083065, -1.335104, 0.436982], [0.907633, -0.194371, -0.081395], [-0.025202, -1.104245, 1.834367], [-1.950857, -2.001459, 0.433025], [-1.412330, -1.639141, -1.202922], [-1.716726, -0.346905, 0.021281], [0.562670, -2.303377, 0.173311], [0.722221, -0.011973, -1.165488], [1.956659, -0.368764, 0.068156], [0.684099, 0.708529, 0.475189], [1.334501, -6.528241, 4.047971], [0.251617, -5.471220, 3.798032], [-0.924941, -5.646205, 4.799963], [0.848558, -4.248216, 3.730582], [2.037028, -6.651664, 3.221042], [0.997429, -7.550690, 4.204433], [1.833991, -6.276830, 4.958534], [-0.243971, -5.711569, 2.826941], [-0.620105, -5.648082, 5.856010], [-1.416903, -6.591824, 4.557161], [-1.698013, -4.826689, 4.629184], [5.159085, -2.431221, 3.765494], [3.942263, -1.653894, 3.377921], [4.021247, -0.973821, 2.095669], [4.935293, 0.053180, 2.191625], [5.240867, 0.723264, 0.989180], [2.762665, -2.534958, 3.459749], [5.011958, -2.981084, 4.729522], [6.111009, -1.878334, 3.837556], [5.290248, -3.244526, 3.096966], [3.835488, -0.808253, 4.040242], [2.989557, -0.561187, 1.858277], [4.374558, -1.581419, 1.217264], [5.495127, 0.013559, 0.180676], [6.077663, 1.355320, 1.155218], [4.391393, 1.287962, 0.553287], [2.419515, -2.586425, 4.417509], [2.968285, -3.496226, 3.120468], [-1.900614, -6.616528, 0.675533], [-1.484132, -5.596673, -0.382762], [-2.642536, -4.624786, -0.617582], [-3.155717, -4.007928, 0.529647], [-4.357603, -3.196387, 0.310093], [-0.311720, -4.942351, 0.153036], [-1.018697, -7.110051, 1.090027], [-2.606711, -7.396050, 0.283821], [-2.463785, -6.087673, 1.479536], [-1.138270, -6.029214, -1.357587], [-3.372298, -5.289817, -1.122765], [-2.355465, -3.926916, -1.375562], [-5.180734, -3.869173, 0.114236], [-4.263644, -2.593423, -0.596719], [-4.588350, -2.572954, 1.146406], [-0.119321, -4.002350, -0.280969], [-0.221707, -4.900042, 1.155299], [0.147236, 1.910964, 5.354362], [0.223601, 0.424785, 5.137959], [-0.957957, -0.173789, 4.384494], [-0.946162, -1.692549, 4.477568], [-2.126148, -2.241029, 3.771796], [1.388082, 0.102144, 4.284999], [0.442640, 2.410123, 4.437996], [0.780659, 2.282243, 6.153198], [-0.890357, 2.252932, 5.547543], [0.433830, -0.126368, 6.070604], [-0.926135, 0.136657, 3.339798], [-1.900738, 0.187368, 4.865847], [-1.751300, -3.130249, 3.269118], [-2.442599, -1.527195, 2.954790], [-2.980391, -2.351031, 4.504754], [1.045821, 0.163175, 3.317192], [2.201003, 0.659205, 4.451186], [0.336971, 3.963156, 1.589396], [1.689681, 3.747190, 2.299786], [2.840917, 3.997642, 1.314994], [3.005847, 5.382101, 1.064335], [4.087441, 5.647990, 0.284194], [1.766031, 4.596856, 3.452385], [0.061344, 5.009991, 1.300504], [-0.386491, 3.558448, 2.318761], [0.294339, 3.320069, 0.722219], [1.897845, 2.705488, 2.591498], [2.674472, 3.446986, 0.419063], [3.763635, 3.627355, 1.778285], [4.139350, 6.688299, -0.027063], [4.039377, 5.078375, -0.663370], [5.046785, 5.398758, 0.799625], [2.460036, 4.184815, 4.026301], [2.063207, 5.564543, 3.235586], [-3.322592, -2.146925, -3.370708], [-2.268416, -2.218576, -4.438648], [-1.407108, -3.452723, -4.319661], [-0.424118, -3.337555, -3.319818], [0.822992, -2.769876, -3.667974], [-2.926326, -2.391579, -5.724904], [-2.868665, -2.206920, -2.384040], [-3.984513, -2.979919, -3.470900], [-3.868249, -1.213250, -3.448679], [-1.496694, -1.452040, -4.328535], [-0.950109, -3.689611, -5.312941], [-1.960648, -4.347382, -3.998202], [1.255425, -3.340028, -4.486070], [1.480679, -2.681884, -2.828797], [0.629014, -1.805888, -4.151096], [-2.273459, -2.528120, -6.478952], [-3.537045, -1.611122, -5.938301], [-6.991059, 2.050133, -1.424916], [-6.316582, 1.199982, -0.271624], [-5.267060, 0.296887, -0.776876], [-3.918724, 1.032014, -1.159836], [-3.472902, 1.897907, -0.008911], [-4.571626, 2.796263, 0.578291], [-5.727380, 1.945763, 0.881726], [-6.782859, 2.713312, 1.352540], [-4.086563, 3.332215, 1.879435], [-4.722960, 3.956683, -0.450533], [-7.446757, 0.344737, 0.381374], [-7.922629, 1.495283, -1.597879], [-6.450269, 2.057571, -2.371647], [-7.329482, 3.087901, -1.230474], [-5.078058, -0.456544, -0.003880], [-5.510799, -0.241543, -1.702073], [-4.043609, 1.450073, -2.172333], [-3.254219, 0.181011, -1.327016], [-2.595529, 2.557625, -0.259640], [-3.080229, 1.147993, 0.678515], [-3.945537, 2.475502, 2.507327], [-3.161404, 3.906179, 1.734140], [-4.838619, 4.073532, 2.204258], [-5.012951, 3.689015, -1.463501], [-5.436033, 4.683507, -0.045366], [-3.741868, 4.469072, -0.456692], [-7.173396, 0.091640, 1.365660], [-7.616820, -0.543174, -0.265244], [-8.332913, 0.917844, 0.479138], [-7.093166, 2.388360, 2.228567], [3.395254, 0.849570, -2.755847], [4.089348, 1.981273, -3.579679], [4.619800, 1.382843, -4.880560], [5.239200, 2.464423, -5.751498], [4.254182, 3.599688, -6.009106], [3.565112, 4.080589, -4.758512], [3.051315, 2.914064, -3.985901], [2.441502, 3.472214, -2.802803], [4.604142, 4.990079, -4.054618], [2.356351, 4.977344, -4.925316], [5.288850, 2.389420, -2.746509], [3.059097, 1.302914, -1.855564], [4.032237, -0.016719, -2.482775], [2.558866, 0.433958, -3.342216], [5.352203, 0.646521, -4.578535], [3.815222, 0.918525, -5.418081], [5.736339, 2.174336, -6.666046], [6.114165, 2.927830, -5.259946], [3.449748, 3.352932, -6.700686], [4.714548, 4.437915, -6.476999], [4.630756, 5.868136, -4.719118], [4.393682, 5.348119, -3.014397], [5.630406, 4.622053, -4.078321], [2.573192, 5.771284, -5.645996], [1.554170, 4.352403, -5.297821], [2.144425, 5.352213, -3.938142], [5.986248, 2.972017, -3.366725], [5.858603, 1.426979, -2.503642], [5.060602, 2.877630, -1.823465], [1.494224, 3.589326, -2.985944]],
  "atomic_forces_ev_per_a": [[-0.427, -0.785, 0.088], [-1.044, 1.826, -0.720], [0.100, -0.053, 1.067], [-0.050, 0.333, -1.665], [0.523, -1.215, 0.000], [-0.224, -0.812, 0.465], [0.505, 0.156, 0.478], [0.280, -0.660, -0.325], [0.228, 0.313, 0.339], [0.268, -0.028, 0.553], [0.605, -0.190, -0.103], [-0.396, 0.223, 0.052], [-0.361, -0.686, -0.385], [-0.676, -1.029, -0.486], [-0.413, 1.083, -0.447], [-0.283, 1.859, -0.187], [0.119, 0.599, 0.015], [-0.671, -0.120, 0.037], [0.685, 0.391, 0.556], [0.269, -0.085, 0.242], [-0.003, 0.086, -0.245], [-0.002, -0.022, 0.206], [0.993, -0.972, 0.356], [0.946, -0.533, 1.617], [-0.260, -0.775, 1.455], [-1.101, 0.424, -3.356], [1.066, 1.468, 0.433], [-1.115, -0.961, -0.910], [0.283, 0.107, -0.536], [-0.005, 0.804, -0.429], [-0.567, 0.005, -0.158], [0.318, -0.726, -1.097], [-0.363, -0.020, 0.740], [0.914, -0.485, 0.057], [-0.681, -0.229, 0.643], [0.153, -0.072, 0.315], [0.600, 0.635, 0.256], [0.149, 0.014, 0.555], [0.726, -0.551, 0.107], [-0.357, 0.845, 0.671], [-1.104, -0.696, -0.184], [0.415, 0.529, 1.105], [-0.689, -1.524, -1.173], [-0.754, 0.893, 0.596], [1.256, -1.539, -1.321], [1.341, 1.734, -1.001], [-0.168, -0.025, -0.011], [0.664, 0.609, 0.178], [0.614, -0.338, -0.430], [-0.889, 0.110, 0.613], [-0.498, 0.378, 0.252], [0.359, 0.866, -0.364], [-0.446, -0.282, 0.113], [0.261, 0.188, 0.117], [0.286, 0.222, 0.711], [-0.421, -1.535, 0.725], [-0.276, 0.132, 0.101], [-1.436, 0.684, -0.150], [1.353, -1.191, -0.113], [-1.179, -0.674, 1.719], [-0.426, 2.047, -1.026], [-0.083, 1.591, 0.056], [-1.032, -1.241, -0.705], [0.058, 0.203, -0.150], [0.131, -0.150, 0.129], [0.489, -0.159, 0.161], [-0.694, 0.276, -0.063], [-0.155, -0.272, -0.077], [0.545, -0.457, -0.397], [-0.601, -0.359, 0.294], [0.385, -0.683, 0.863], [1.088, -0.305, -0.806], [0.770, 0.386, 0.058], [0.314, 0.376, 0.006], [-0.269, -0.677, 0.969], [0.302, 1.240, -2.049], [0.486, 0.582, 1.260], [-1.666, -0.189, 0.853], [1.831, -0.294, -1.312], [-0.202, 0.765, 0.444], [0.623, -0.851, 0.478], [-0.222, 0.468, -0.460], [-0.127, -0.091, -0.464], [-0.838, 0.106, 0.064], [-0.119, -0.426, -1.115], [0.203, -0.086, -0.016], [-0.275, 0.235, 0.362], [0.154, -0.058, 0.211], [-0.421, 0.055, -0.275], [0.798, 0.053, 1.045], [-0.268, -0.956, -0.106], [0.659, 0.544, 0.414], [0.449, -1.211, -0.428], [0.666, -1.276, 0.107], [0.484, -0.158, 1.217], [-1.413, 0.346, -1.877], [-0.409, 0.701, 0.008], [-0.026, 0.190, -0.015], [-0.589, -0.525, -0.168], [-0.276, 0.177, 0.075], [-0.474, 0.891, -0.285], [-0.098, 0.162, 0.552], [-0.268, 0.279, -0.381], [0.501, -0.502, 0.084], [0.124, -0.056, 0.540], [0.326, 0.445, 0.414], [0.123, 0.157, -0.185], [0.066, -0.070, -0.134], [-0.689, -0.342, 0.317], [-1.410, 0.877, 0.525], [2.122, -0.271, -1.048], [-1.410, -1.375, -0.459], [1.069, 0.017, -0.508], [0.670, -0.320, -1.600], [0.058, -0.919, -1.189], [-1.268, 1.465, 1.242], [-0.167, 1.628, -0.269], [-0.087, 0.507, 1.113], [0.727, -0.081, -1.893], [0.136, 0.221, -0.408], [0.280, -0.057, 0.148], [0.526, -0.629, 0.440], [0.195, 0.101, -0.066], [-0.629, 0.012, 0.316], [0.016, 0.552, 0.533], [0.428, 0.337, 0.088], [-0.768, -0.601, 0.107], [-0.144, 0.305, 0.743], [0.073, -0.071, 0.894], [-0.017, -0.359, 0.132], [0.317, -0.568, 0.545], [0.108, -0.172, 0.116], [-0.081, -0.055, -0.257], [-0.456, -0.215, -0.230], [0.606, -0.823, 1.152], [-0.080, 0.438, 0.582], [-0.995, 0.469, -0.186], [0.832, 0.005, -0.906], [0.104, -0.398, -1.276], [-0.428, -2.321, 0.591], [0.545, 0.601, -0.164], [0.748, 1.175, 0.265], [-1.326, -0.727, -0.501], [0.745, 0.577, 1.709], [0.124, 1.055, 0.175], [0.150, -0.232, 0.562], [0.396, 0.871, 0.352], [0.369, -0.354, -1.149], [1.656, -0.910, -0.607], [-0.623, 0.138, 0.828], [0.071, 0.681, -0.345], [0.042, 0.280, 0.361], [0.202, -0.382, -0.229], [-0.475, -0.435, -0.230], [-0.461, -0.723, -0.513], [-0.365, -0.248, 0.241], [-0.017, -0.676, -0.278], [0.676, 0.727, -0.299], [0.014, 0.055, 0.449], [-0.148, -0.517, -0.896], [-0.228, -0.056, 0.061], [-0.177, 0.017, 0.209], [-0.518, 0.098, -0.117], [-0.358, 0.549, -0.047], [-0.203, -0.120, 0.830], [-0.813, 1.223, -0.169], [-0.218, 0.488, 0.526], [0.509, -0.438, -0.219]],
  "mulliken_charge": [2.449, 1.228, 0.446, -1.800, 0.224, -0.846, -0.036, -0.536, -0.234, 0.262, 0.408, 0.175, -1.817, 1.643, -1.174, -0.592, 0.361, 0.435, 0.414, -0.835, 0.323, 0.396, 0.178, -1.858, 0.338, 0.627, -0.460, -0.744, -0.576, 0.406, 0.344, 0.466, -0.120, -0.901, 0.455, 0.414, 0.468, 0.078, 0.391, 0.132, -1.582, 0.231, 0.218, -0.219, -0.894, -0.379, 0.419, 0.397, 0.302, 0.243, 0.474, -0.191, 0.480, 0.239, 0.265, -0.166, 0.182, -1.409, 0.188, -0.083, -0.547, -0.160, -0.057, 0.208, 0.367, 0.350, 0.386, -0.097, 0.392, -0.196, -0.046, 0.310, -0.683, 0.336, -1.565, 1.441, -0.696, -0.446, -0.408, -0.575, 0.325, 0.344, 0.276, -0.345, -0.133, 0.557, 0.321, -0.098, 0.326, 0.368, 0.304, -0.669, 1.022, -1.280, -0.026, -0.878, -0.665, -0.566, 0.449, 0.443, 0.021, 0.610, 0.160, 0.395, 0.232, 0.332, 0.236, 0.260, -1.815, 2.697, -1.460, 0.145, -0.401, 1.847, -0.006, -0.542, -2.004, -1.741, -2.315, 0.483, 0.357, 0.299, -0.328, 0.634, 0.396, -0.291, 0.473, -0.447, 0.468, 0.212, 0.504, 0.324, 0.394, 0.456, 0.479, 0.447, 0.507, 0.354, -1.921, 1.834, -1.197, -0.550, -1.492, 1.885, -0.045, -0.263, -1.446, -1.987, -1.308, 0.086, 0.399, 0.291, 0.461, 0.412, 0.472, 0.340, 0.368, 0.419, 0.546, -0.113, 0.489, 0.473, 0.439, 0.391, 0.403, 0.357, -0.018, 0.264]
}